The following is a quantum chemistry calculation of 2 unconnected molecules or ions with the total composition C4H5ClOS, from the Open Molecules 2025 dataset.

## Properties
HOMO energy (spin up / spin down): -8.947 / -8.724 eV
LUMO energy (spin up / spin down): -1.4 / -2.0 eV
Calculated total energy: -1088.73397 a.u.
Charge: 0
ΔE to the lowest compared entry with this formula, charge and spin: 7.7477 eV

Last column: Mulliken charge in e.
Atoms and positions in Å:
C  1.7673  -1.1601  1.3084  -0.3011
C  1.0847  -0.1999  0.7486  -0.2228
C  -1.9418  1.7887  -0.7127  -0.6816
C  1.8982  -0.9347  -0.3055  -0.4088
O  -1.4149  -0.7518  -0.8414  -0.5153
S  -1.2906  0.4266  -0.0113  0.6995
Cl  -2.3730  0.1317  1.7443  -0.1867
H  2.1719  -1.7091  2.0336  0.4948
H  -2.1347  1.6345  -1.7381  0.3057
H  -1.7026  2.7433  -0.4597  0.3754
H  2.7098  -0.3822  -0.7966  0.2570
H  1.2257  -1.5869  -0.9696  0.1838